No. 1
Density functional theory data (ωB97M-V with the def2-TZVPD basis set) for a 6-piece molecular cluster, C27H52F3N4O15 overall at a distorted geometry.

Computed properties:
Orbital gap   8.16 eV
LUMO level   -3.50 eV
Total charge   +1
Max |F|   2.7 eV/Å

```
101
C27H52F3N4O15 ωB97M-V with the def2-TZVPD basis set
C -1.613 -0.937 -1.094
C -0.117 -0.624 -1.166
C 0.241 0.853 -1.457
C -0.560 1.934 -0.707
C 0.344 2.657 0.323
N -1.067 3.015 -1.642
C -1.874 4.095 -1.056
C -3.281 3.511 -1.004
C -4.411 4.499 -0.744
C -5.574 3.899 0.054
C -6.359 2.923 -0.758
F -6.727 1.793 -0.160
C -6.671 3.070 -2.018
F -7.001 4.181 -2.545
F -6.650 2.098 -2.867
N -3.293 2.761 -2.246
N -3.785 1.416 -2.083
C -1.926 2.609 -2.618
N -1.578 2.186 -3.776
H -2.106 -0.746 -2.039
H -2.112 -0.448 -0.264
H -1.731 -2.001 -0.893
H 0.273 -1.204 -2.000
H 0.393 -1.024 -0.295
H 1.283 0.963 -1.182
H 0.222 0.984 -2.534
H -1.407 1.554 -0.142
H 1.290 2.146 0.452
H 0.518 3.692 0.054
H -0.152 2.648 1.290
H -1.483 4.598 -0.186
H -1.885 4.826 -1.872
H -3.256 2.887 -0.097
H -4.815 4.823 -1.703
H -4.060 5.405 -0.256
H -5.135 3.343 0.881
H -6.227 4.675 0.447
H -4.327 1.126 -2.884
H -4.307 1.313 -1.226
H -2.139 1.544 -4.320
H -0.696 2.536 -4.135
C 4.237 4.871 -6.054
O 3.424 5.989 -5.687
C 2.164 5.690 -5.398
O 1.671 4.586 -5.418
O 1.527 6.819 -5.074
C 0.146 6.642 -4.771
H 5.231 5.257 -6.261
H 4.298 4.155 -5.236
H 3.849 4.392 -6.951
H 0.026 5.971 -3.919
H -0.396 6.260 -5.635
H -0.258 7.617 -4.512
C 1.720 -3.820 2.974
O 0.835 -4.944 2.980
C -0.242 -4.803 2.214
O -0.508 -3.834 1.543
O -0.968 -5.917 2.313
C -2.159 -5.946 1.521
H 2.550 -4.059 3.632
H 2.106 -3.639 1.972
H 1.216 -2.932 3.354
H -1.917 -5.868 0.462
H -2.843 -5.154 1.814
H -2.635 -6.905 1.705
C -3.807 -1.774 7.499
O -3.122 -1.435 6.290
C -3.331 -2.285 5.284
O -4.023 -3.269 5.320
O -2.638 -1.854 4.225
C -2.771 -2.680 3.066
H -3.554 -1.011 8.230
H -4.884 -1.775 7.344
H -3.476 -2.743 7.869
H -3.811 -2.714 2.738
H -2.404 -3.680 3.269
H -2.170 -2.239 2.279
C 5.404 -1.756 -3.398
O 5.086 -3.073 -2.945
C 3.787 -3.293 -2.745
O 2.899 -2.493 -2.909
O 3.638 -4.550 -2.328
C 2.286 -4.933 -2.069
H 6.482 -1.715 -3.519
H 4.931 -1.555 -4.358
H 5.101 -1.014 -2.661
H 1.686 -4.860 -2.974
H 1.857 -4.318 -1.278
H 2.308 -5.968 -1.740
C 6.520 -4.080 2.978
O 6.992 -3.694 4.269
C 6.265 -2.750 4.867
O 5.280 -2.221 4.413
O 6.816 -2.491 6.052
C 6.140 -1.490 6.815
H 7.196 -4.846 2.610
H 5.515 -4.495 3.044
H 6.536 -3.233 2.294
H 5.121 -1.799 7.037
H 6.142 -0.538 6.287
H 6.688 -1.379 7.746
```

No. 2
Density functional theory data (ωB97M-V with the def2-TZVPD basis set) for a 3-piece molecular cluster, C27H53BrF3N2O3PSi overall at a distorted geometry.

Computed properties:
Orbital gap   8.28 eV
LUMO level   0.31 eV
Structure (SMILES)   CCOC[Si@@](COc1cc(C)ccc1C(C)C)(P(O)Br)C(F)(F)F.CCN(CC)CC.CCN(CC)CC
Max |F|   1.1 eV/Å

```
91
C27H53BrF3N2O3PSi ωB97M-V with the def2-TZVPD basis set
C 7.320 1.509 1.381
C 6.011 0.832 1.002
O 6.066 0.415 -0.358
C 5.462 -0.848 -0.639
Si 3.949 -0.469 -1.710
C 3.153 1.178 -1.235
O 2.218 1.050 -0.162
C 1.302 2.088 -0.090
C 1.766 3.406 -0.025
C 0.897 4.492 0.054
C 1.442 5.891 0.090
C -0.473 4.233 0.092
C -0.925 2.920 0.050
C -0.063 1.819 -0.033
C -0.586 0.404 -0.080
C -1.008 0.087 -1.531
C -1.810 0.182 0.855
P 4.611 -0.171 -3.868
O 5.107 1.402 -3.779
Br 6.462 -1.417 -4.033
C 2.738 -1.982 -1.758
F 3.005 -2.890 -0.807
F 2.857 -2.627 -2.939
F 1.449 -1.646 -1.634
H 8.156 1.033 0.881
H 7.461 1.389 2.454
H 7.307 2.574 1.172
H 5.183 1.533 1.121
H 5.851 -0.010 1.673
H 5.243 -1.443 0.248
H 6.175 -1.427 -1.227
H 3.963 1.871 -1.001
H 2.626 1.560 -2.113
H 2.829 3.597 -0.030
H 1.293 6.373 1.053
H 2.502 5.888 -0.146
H 0.965 6.507 -0.668
H -1.161 5.064 0.138
H -1.988 2.728 0.067
H 0.169 -0.296 0.254
H -0.264 0.474 -2.222
H -1.944 0.600 -1.742
H -1.120 -0.984 -1.659
H -2.697 -0.043 0.270
H -1.595 -0.609 1.565
H -2.040 1.066 1.443
H 5.412 1.637 -2.895
C -4.080 -5.304 -5.345
C -2.979 -4.835 -4.405
N -1.659 -5.288 -4.801
C -0.652 -5.095 -3.772
C -0.307 -3.661 -3.355
C -1.257 -4.944 -6.153
C -1.240 -3.461 -6.547
H -4.054 -6.388 -5.463
H -5.053 -5.029 -4.937
H -4.001 -4.846 -6.331
H -3.184 -5.242 -3.411
H -3.039 -3.739 -4.309
H 0.264 -5.603 -4.086
H -0.989 -5.636 -2.882
H 0.294 -3.149 -4.105
H 0.277 -3.680 -2.437
H -1.200 -3.065 -3.161
H -1.920 -5.471 -6.845
H -0.269 -5.376 -6.334
H -2.138 -2.938 -6.214
H -1.196 -3.372 -7.634
H -0.372 -2.939 -6.148
C -5.772 1.125 5.877
C -4.288 0.809 5.764
N -3.518 1.888 5.174
C -2.172 1.496 4.797
C -1.200 1.079 5.908
C -3.644 3.179 5.827
C -3.279 3.275 7.315
H -6.182 1.418 4.910
H -6.311 0.241 6.221
H -5.969 1.924 6.594
H -4.175 -0.068 5.120
H -3.912 0.515 6.757
H -1.721 2.309 4.220
H -2.260 0.661 4.095
H -0.840 1.934 6.480
H -0.324 0.600 5.465
H -1.647 0.365 6.599
H -4.678 3.516 5.710
H -3.052 3.904 5.263
H -3.700 2.453 7.895
H -3.679 4.203 7.729
H -2.203 3.292 7.474
```

No. 3
Density functional theory data (ωB97M-V with the def2-TZVPD basis set) for a 8-piece molecular cluster, C27H54Br2O11 overall at a distorted geometry.

Computed properties:
ΔE to the lowest compared entry with this formula, charge and spin   0.0 kcal/mol
Orbital gap   9.81 eV
LUMO level   0.43 eV
Structure (SMILES)   CCOC(C)=O.CCOC(C)=O.CCOC(C)=O.CCOC(C)=O.CC(C)=O.CC(C)=O.CC(C)=O.BrCCBr
Max |F|   5.5 eV/Å

```
94
C27H54Br2O11 ωB97M-V with the def2-TZVPD basis set
C 1.382 1.496 -4.380
C 1.191 1.476 -5.904
O 1.810 0.348 -6.522
C 1.905 0.184 -7.863
C 2.558 -1.145 -8.175
O 1.487 0.884 -8.796
H 0.949 2.396 -3.943
H 2.453 1.536 -4.182
H 1.025 0.625 -3.831
H 0.137 1.327 -6.135
H 1.504 2.392 -6.405
H 3.014 -1.733 -7.378
H 3.318 -1.014 -8.946
H 1.756 -1.737 -8.617
C 1.095 3.791 4.267
C 0.740 2.452 4.912
O -0.592 2.149 4.469
C -1.157 1.090 4.988
C -2.625 0.930 4.540
O -0.598 0.170 5.705
H 1.102 3.815 3.177
H 2.026 4.164 4.693
H 0.330 4.497 4.592
H 1.396 1.667 4.535
H 0.900 2.583 5.982
H -3.166 1.875 4.484
H -3.123 0.244 5.226
H -2.565 0.666 3.484
C 5.044 0.866 4.628
C 4.977 -0.321 3.675
O 3.793 -1.101 3.900
C 2.608 -0.737 3.431
C 1.526 -1.809 3.601
O 2.356 0.380 2.943
H 5.370 0.496 5.600
H 4.124 1.449 4.669
H 5.875 1.494 4.306
H 5.071 -0.011 2.635
H 5.799 -1.002 3.897
H 1.387 -2.333 2.655
H 0.635 -1.272 3.925
H 1.766 -2.562 4.353
C -1.720 -5.204 -2.172
C -0.989 -3.894 -1.760
O 0.015 -3.542 -2.718
C -0.276 -2.770 -3.774
C 0.969 -2.332 -4.620
O -1.380 -2.382 -4.067
H -1.067 -6.077 -2.190
H -2.176 -5.152 -3.161
H -2.471 -5.409 -1.409
H -1.728 -3.112 -1.583
H -0.382 -4.073 -0.873
H 1.665 -3.137 -4.857
H 1.576 -1.636 -4.041
H 0.642 -1.866 -5.549
C -0.654 0.384 1.377
C -0.157 -0.854 0.718
C 1.004 -0.726 -0.327
O -0.663 -1.933 0.854
H -0.246 1.189 0.768
H -0.272 0.553 2.384
H -1.737 0.508 1.352
H 0.625 -0.065 -1.106
H 1.170 -1.665 -0.856
H 1.969 -0.424 0.080
C -3.017 -3.684 2.023
C -2.616 -3.202 3.401
C -3.678 -2.557 4.313
O -1.457 -3.373 3.838
H -3.071 -2.803 1.383
H -4.048 -4.013 2.147
H -2.334 -4.477 1.719
H -4.082 -1.637 3.889
H -3.292 -2.376 5.316
H -4.631 -3.063 4.463
C -1.558 0.803 -2.869
C -2.019 2.233 -2.872
C -2.170 2.899 -4.205
O -2.314 2.781 -1.824
H -0.518 0.568 -2.645
H -1.684 0.397 -3.873
H -2.139 0.233 -2.144
H -3.208 3.152 -4.418
H -2.005 2.173 -5.001
H -1.406 3.673 -4.282
Br 0.538 5.603 1.071
C -1.228 4.791 0.741
C -1.552 3.959 1.965
Br -3.345 3.175 1.797
H -1.162 4.251 -0.204
H -1.931 5.620 0.653
H -1.559 4.647 2.810
H -0.814 3.177 2.145
```

No. 4
Density functional theory data (ωB97M-V with the def2-TZVPD basis set) for C27H54BrClLuN11 as an isolated structure.

Computed properties:
Orbital gap   8.61 eV
LUMO level   -4.60 eV
Total charge   +2
Max |F|   0.9 eV/Å

```
95
C27H54BrClLuN11 ωB97M-V with the def2-TZVPD basis set
Lu -0.024 0.325 -0.592
C -3.093 -1.895 3.311
N -3.332 -2.203 1.920
C -4.605 -2.836 1.649
C -2.418 -2.032 0.918
N -1.790 -0.900 0.676
C -2.379 0.309 1.268
C -1.489 0.969 2.328
N -0.175 1.387 1.798
C -0.086 2.849 1.646
C -1.106 3.375 0.647
N -0.873 2.790 -0.682
C -1.503 3.432 -1.659
N -2.648 4.144 -1.450
C -3.762 3.626 -0.688
C -2.912 5.410 -2.103
N -0.985 3.456 -2.906
C -1.796 3.587 -4.097
C 0.434 3.354 -3.140
C 0.887 0.921 2.697
C 1.362 -0.467 2.265
N 2.099 -0.272 1.017
C 3.364 -0.640 1.044
N 3.834 -1.682 1.791
C 3.086 -2.898 2.008
C 5.090 -1.647 2.511
N 4.264 0.028 0.272
C 4.234 1.475 0.198
C 5.488 -0.560 -0.231
N -2.183 -3.120 0.135
C -2.131 -3.039 -1.309
C -2.364 -4.463 0.653
H -3.364 -2.767 3.911
H -3.688 -1.049 3.663
H -2.037 -1.692 3.469
H -5.403 -2.179 2.002
H -4.708 -3.796 2.156
H -4.733 -2.974 0.580
H -3.354 0.091 1.714
H -2.533 1.020 0.445
H -1.328 0.250 3.133
H -2.029 1.824 2.751
H 0.915 3.094 1.275
H -0.238 3.351 2.612
H -0.992 4.465 0.586
H -2.109 3.184 1.037
H -3.622 2.566 -0.486
H -4.676 3.731 -1.276
H -3.906 4.164 0.253
H -2.007 5.785 -2.570
H -3.233 6.130 -1.348
H -3.709 5.327 -2.845
H -1.667 4.560 -4.572
H -2.843 3.439 -3.857
H -1.501 2.822 -4.817
H 0.790 4.260 -3.637
H 0.675 2.506 -3.783
H 0.944 3.243 -2.183
H 0.557 0.902 3.741
H 1.741 1.599 2.633
H 0.501 -1.135 2.126
H 2.001 -0.864 3.058
H 2.151 -2.864 1.461
H 2.877 -3.060 3.068
H 3.673 -3.748 1.650
H 5.519 -0.651 2.482
H 5.810 -2.367 2.115
H 4.898 -1.906 3.556
H 3.249 1.833 0.487
H 4.455 1.811 -0.814
H 4.987 1.902 0.869
H 5.423 -1.645 -0.220
H 6.369 -0.252 0.338
H 5.632 -0.227 -1.261
H -2.930 -3.654 -1.734
H -1.185 -3.406 -1.706
H -2.279 -2.010 -1.619
H -3.331 -4.893 0.380
H -2.260 -4.466 1.736
H -1.588 -5.100 0.227
Cl -0.400 -1.142 -3.438
C -1.302 0.223 -2.607
H -1.231 1.008 -3.366
H -2.353 -0.104 -2.654
Br 2.352 0.507 -2.395
C 2.367 -1.374 -2.032
C 3.282 -2.201 -2.650
C 3.207 -3.557 -2.361
C 2.245 -3.996 -1.464
C 1.375 -3.069 -0.910
N 1.425 -1.766 -1.187
H 3.996 -1.801 -3.351
H 3.883 -4.253 -2.830
H 2.154 -5.043 -1.221
H 0.596 -3.367 -0.218
```

No. 5
Density functional theory data (ωB97M-V with the def2-TZVPD basis set) for C27H54Cl2MoN3O4Si2 as an isolated structure at a distorted geometry.

Computed properties:
Orbital gap (alpha / beta)   3.78 / 3.80 eV
LUMO level (alpha / beta)   -12.64 / -12.63 eV
Total charge   +3
Max |F|   6.2 eV/Å

```
93
C27H54Cl2MoN3O4Si2 ωB97M-V with the def2-TZVPD basis set
C -0.955 -0.172 -4.473
C -0.542 -1.295 -3.595
H -0.415 -0.210 -5.415
H -0.794 0.805 -4.018
H -2.022 -0.270 -4.679
C 0.036 -2.418 -4.061
C 0.436 -2.646 -5.480
H 0.182 -3.312 -3.441
H 0.727 -1.734 -6.037
H -0.390 -3.131 -6.032
H 1.278 -3.361 -5.496
Mo 0.472 0.522 0.383
Cl 1.691 2.622 0.112
C -0.070 -2.248 1.863
O 0.668 -1.332 1.418
N 0.372 -3.113 2.782
C 1.799 -3.124 3.097
C -0.407 -4.274 3.211
H -1.104 -2.378 1.479
H 2.136 -2.095 3.220
H 2.361 -3.596 2.278
H 1.924 -3.685 4.026
H -1.485 -4.062 3.167
H -0.138 -4.511 4.251
H -0.210 -5.152 2.567
H 1.313 2.944 5.521
H -0.423 5.111 4.446
C 1.722 3.166 4.526
C 0.172 4.870 3.554
N 0.648 3.487 3.587
H 2.277 2.299 4.163
C 0.246 2.607 2.661
O 0.685 1.420 2.555
H -0.457 5.022 2.672
H -0.533 2.969 1.962
H 2.388 4.031 4.603
H 1.020 5.565 3.499
H 1.728 -0.052 -3.095
H 2.793 -2.609 -3.471
C 2.776 0.071 -2.781
C 3.626 -2.267 -2.834
N 3.193 -1.122 -2.043
H 2.834 0.948 -2.133
C 3.090 -1.166 -0.693
O 2.707 -0.189 -0.014
H 3.912 -3.092 -2.168
H 3.377 -2.133 -0.227
H 3.431 0.180 -3.651
H 4.479 -1.980 -3.471
O 0.068 -0.279 -1.505
C -0.845 -1.162 -2.085
C 0.561 -2.992 -1.174
C -0.723 -2.492 -1.341
H 1.383 -2.410 -1.625
C 0.762 -4.220 -0.539
H -1.889 -0.789 -2.003
C -1.844 -3.193 -0.879
H 1.778 -4.555 -0.343
C -0.354 -4.967 -0.172
C -1.640 -4.461 -0.333
H -2.839 -2.743 -0.981
H -0.214 -5.942 0.279
H -2.505 -5.045 -0.027
Si -0.161 4.339 -2.047
Cl -0.497 2.230 -2.094
C 1.717 4.638 -2.159
C -1.241 4.796 -0.573
C -0.672 5.285 -3.577
H 2.244 3.707 -2.390
H 2.116 5.048 -1.226
H 1.906 5.359 -2.965
H 0.069 5.182 -4.379
H -0.702 6.349 -3.321
H -1.653 5.018 -3.972
H -1.209 4.075 0.253
H -2.281 4.873 -0.927
H -0.969 5.783 -0.180
C -3.445 1.750 2.947
Si -2.482 0.170 2.616
C -1.423 -0.120 4.142
C -3.638 -1.311 2.520
C -1.591 0.393 0.949
H -3.852 1.726 3.967
H -4.308 1.825 2.272
H -2.825 2.651 2.845
H -1.834 0.481 4.963
H -1.444 -1.168 4.455
H -0.378 0.167 3.991
H -4.472 -1.104 1.837
H -3.144 -2.240 2.208
H -4.086 -1.494 3.507
H -1.976 1.335 0.486
H -2.019 -0.399 0.282
```